Formula: C38H70FN4O11
Source: OMol25
Level of theory: ωB97M-V/def2-TZVPD

Geometry (Å):
C 0.21 7.97 1.76
C -0.75 7.42 2.80
N -1.76 6.48 2.31
C -1.21 5.24 1.78
C -1.98 4.02 2.30
C -1.36 2.78 1.74
C -1.72 2.28 0.46
C -2.86 2.93 -0.25
C -4.25 2.52 0.22
O -5.16 3.55 -0.18
C -6.16 3.75 0.73
C -6.03 4.96 1.57
O -7.07 3.00 0.78
C -1.00 1.23 -0.10
C -1.30 0.78 -1.49
O -1.31 1.58 -2.34
O -1.59 -0.52 -1.74
C -0.57 -1.32 -2.27
C 0.20 -0.91 -3.34
C 1.24 -1.74 -3.75
N 1.54 -2.90 -3.17
C 0.73 -3.29 -2.17
C -0.34 -2.55 -1.69
C 0.05 0.65 0.63
N 0.84 -0.40 0.13
C 0.32 1.11 1.94
O 1.28 0.50 2.66
N -0.38 2.15 2.47
C -0.06 2.54 3.87
C -1.17 2.20 4.84
F 0.26 3.87 3.88
C -2.73 7.14 1.49
C -2.55 7.24 0.01
O -3.67 7.66 2.00
H -0.14 8.92 1.36
H 0.35 7.30 0.92
H 1.18 8.16 2.20
H -0.19 6.92 3.58
H -1.26 8.23 3.30
H -1.18 5.20 0.70
H -0.19 5.17 2.11
H -3.02 4.08 2.02
H -1.96 4.04 3.38
H -2.79 2.75 -1.31
H -2.81 3.99 -0.11
H -4.56 1.62 -0.27
H -4.30 2.33 1.29
H -6.15 5.84 0.95
H -5.04 5.03 2.01
H -6.77 4.94 2.34
H 0.02 0.03 -3.84
H 1.87 -1.42 -4.57
H 0.94 -4.24 -1.71
H -0.93 -2.90 -0.86
H 1.12 -0.26 -0.83
H 1.68 -0.54 0.67
H 2.00 1.10 2.87
H 0.83 2.02 4.16
H -0.78 1.50 5.57
H -1.49 3.08 5.38
H -2.00 1.71 4.35
H -1.74 6.65 -0.40
H -3.49 6.99 -0.47
H -2.35 8.28 -0.21
C -2.99 -2.43 0.99
C -3.95 -1.26 1.03
C -5.37 -1.68 0.68
O -3.51 -0.22 0.14
H -2.97 -2.87 -0.01
H -1.98 -2.12 1.24
H -3.30 -3.21 1.69
H -3.94 -0.81 2.02
H -5.40 -2.09 -0.33
H -6.05 -0.82 0.71
H -5.74 -2.44 1.37
H -3.52 -0.60 -0.75
C -1.22 -5.82 0.89
C 0.15 -6.49 0.99
C 0.43 -6.97 2.41
O 1.17 -5.60 0.55
H -1.25 -4.94 1.54
H -1.40 -5.49 -0.13
H -2.02 -6.50 1.19
H 0.18 -7.34 0.31
H 0.44 -6.13 3.10
H 1.41 -7.45 2.45
H -0.32 -7.69 2.74
H 1.17 -4.83 1.14
C 5.13 -1.57 -3.98
C 5.51 -1.60 -2.51
C 6.35 -2.82 -2.18
O 4.33 -1.58 -1.69
H 4.54 -2.45 -4.24
H 4.52 -0.69 -4.21
H 6.02 -1.55 -4.62
H 6.06 -0.70 -2.26
H 5.79 -3.74 -2.39
H 6.61 -2.83 -1.12
H 7.27 -2.84 -2.76
H 3.82 -2.37 -1.90
C 0.63 -9.41 -2.65
C 0.93 -8.10 -3.37
C 2.43 -7.88 -3.53
O 0.34 -7.00 -2.68
H 1.07 -9.39 -1.65
H -0.44 -9.55 -2.55
H 1.05 -10.26 -3.19
H 0.46 -8.11 -4.35
H 2.91 -7.82 -2.55
H 2.62 -6.94 -4.05
H 2.89 -8.69 -4.10
H 0.74 -6.96 -1.80
C 4.51 2.68 0.47
C 5.68 2.65 -0.50
C 5.31 3.28 -1.83
O 6.13 1.31 -0.69
H 3.68 2.11 0.05
H 4.80 2.22 1.42
H 4.18 3.70 0.66
H 6.53 3.18 -0.07
H 4.49 2.73 -2.30
H 6.15 3.25 -2.51
H 5.00 4.32 -1.70
H 5.39 0.80 -1.07

As for the charge: +1. Its HOMO-LUMO gap is 0.2776 hartree.